Molecular formula: C7H10O
Method: DFT, ωB97M-V/def2-TZVPD

Gap between HOMO and LUMO, hartree: 0.325
DFT total energy, eV: -9461.31096
Energy relative to the best compared isomer or geometry (same formula, charge and spin), kcal per mole: 167.2
HOMO energy, eV: -8.504

Structure (ORCA input):
```
! RIJCOSX wB97M-V def2-TZVPD def2/J DEFGRID3
* xyz 0 1
C -2.45 -0.15 -0.01
C -3.21 -0.40 -0.96
C -1.70 -0.56 1.28
C -1.14 0.38 0.59
C 1.13 1.15 0.91
C 0.22 0.68 -1.38
C -0.13 1.27 0.00
O 1.41 -2.35 -0.15
H -1.70 -1.45 1.88
H 1.85 -3.05 0.35
H 1.77 1.91 0.48
H 1.40 0.08 0.78
H 1.06 1.18 2.00
H 0.29 -0.35 -1.14
H 1.15 1.11 -1.58
H -0.58 1.04 -2.00
H -0.39 2.26 -0.18
H 1.02 -2.74 -0.86
*
```

***

Molecular formula: C7H10O
Method: DFT, ωB97M-V/def2-TZVPD

Gap between HOMO and LUMO, hartree: 0.368
DFT total energy, eV: -9466.63158
Energy relative to the best compared isomer or geometry (same formula, charge and spin), kcal per mole: 44.5
SMILES: Cc1ccccc1.O
HOMO energy, eV: -9.096

Structure (ORCA input):
```
! RIJCOSX wB97M-V def2-TZVPD def2/J DEFGRID3
* xyz 0 1
C 1.62 -1.48 -1.36
C 0.62 -0.55 -0.75
C -0.70 -0.72 -0.75
C -1.52 0.32 -0.23
C -1.09 1.56 0.14
C 0.38 1.65 0.16
C 1.20 0.68 -0.20
H 2.35 -0.78 -1.77
H 2.43 -1.93 -0.79
H 1.23 -2.24 -2.12
H -1.26 -1.42 -1.42
H -2.47 -0.09 0.21
H -1.82 2.28 0.49
H 0.65 2.54 0.65
H 2.21 0.91 -0.55
O -0.58 -0.78 2.42
H -0.30 -1.10 1.51
H -1.47 -0.74 2.33
*
```

***

Molecular formula: C7H10O3
Method: DFT, ωB97M-V/def2-TZVPD

Gap between HOMO and LUMO, hartree: 0.357
DFT total energy, eV: -13559.64381
Energy relative to the best compared isomer or geometry (same formula, charge and spin), kcal per mole: 84.7
SMILES: COC1=C(C)[C@]1(O)C(C)=O
HOMO energy, eV: -9.017

Structure (ORCA input):
```
! RIJCOSX wB97M-V def2-TZVPD def2/J DEFGRID3
* xyz 0 1
C 1.60 -2.08 -0.16
O 2.10 -0.74 -0.04
C 1.09 0.06 -0.32
C 0.43 1.14 -0.51
C 0.34 2.61 -0.37
C -0.40 -0.11 -0.75
O -0.59 -0.48 -2.08
C -1.47 -0.53 0.25
C -1.33 -0.09 1.66
O -2.39 -1.22 -0.12
H 0.92 -2.19 0.72
H 2.45 -2.68 0.06
H 1.37 -2.04 -1.28
H 1.42 3.09 -0.38
H 0.02 2.97 0.62
H -0.09 3.13 -1.23
H -1.53 -0.49 -2.14
H -0.35 0.27 1.88
H -1.47 -1.13 2.19
H -2.11 0.53 1.99
*
```

***

Molecular formula: C7H10O3
Method: DFT, ωB97M-V/def2-TZVPD

Gap between HOMO and LUMO, hartree: 0.318
DFT total energy, eV: -13559.95309
Energy relative to the best compared isomer or geometry (same formula, charge and spin), kcal per mole: 77.6
HOMO energy, eV: -8.153

Structure (ORCA input):
```
! RIJCOSX wB97M-V def2-TZVPD def2/J DEFGRID3
* xyz 0 1
C -0.19 3.14 -1.64
C -2.12 -0.36 0.13
C -0.94 -0.63 -0.50
C 0.39 0.86 0.26
C 0.55 -0.63 0.11
C 1.66 -0.92 -0.80
C 0.54 -1.46 1.36
O -0.01 3.57 -0.59
O -0.37 2.76 -2.71
O -0.20 1.19 1.40
H -2.17 -0.06 1.21
H -3.00 -0.60 -0.44
H -1.02 -0.96 -1.58
H 1.77 -0.41 -1.72
H 1.78 -2.11 -0.86
H 2.61 -0.65 -0.26
H 1.37 -1.32 2.01
H 0.18 -2.43 1.17
H -0.35 -1.18 2.05
H -0.47 2.22 1.39
*
```

***

Molecular formula: C7H10O3
Method: DFT, ωB97M-V/def2-TZVPD

Gap between HOMO and LUMO, hartree: 0.323
DFT total energy, eV: -13561.57370
Energy relative to the best compared isomer or geometry (same formula, charge and spin), kcal per mole: 40.2
SMILES: Cc1oc(=O)oc1C(C)C
HOMO energy, eV: -8.209

Structure (ORCA input):
```
! RIJCOSX wB97M-V def2-TZVPD def2/J DEFGRID3
* xyz 0 1
C -0.95 -2.34 0.88
C 0.08 -1.34 1.14
O 1.24 -1.46 1.86
C 1.95 -0.37 1.78
O 2.96 -0.19 2.42
O 1.48 0.51 0.89
C 0.27 0.00 0.41
C -0.50 0.73 -0.64
C -0.46 2.31 -0.40
C -0.04 0.46 -2.04
H -1.65 -2.00 0.17
H -1.45 -2.60 1.80
H -0.28 -3.20 0.47
H -1.52 0.52 -0.48
H 0.58 2.56 -0.69
H -0.55 2.42 0.71
H -1.45 2.75 -0.90
H -0.60 1.14 -2.69
H -0.22 -0.61 -2.44
H 1.10 0.71 -2.26
*
```

***

Molecular formula: C7H10S
Method: DFT, ωB97M-V/def2-TZVPD

Gap between HOMO and LUMO, hartree: 0.346
DFT total energy, eV: -18251.31833
Energy relative to the best compared isomer or geometry (same formula, charge and spin), kcal per mole: 112.9
HOMO energy, eV: -8.388

Structure (ORCA input):
```
! RIJCOSX wB97M-V def2-TZVPD def2/J DEFGRID3
* xyz 0 1
C 3.10 0.37 0.45
C 2.85 0.32 -0.83
C -1.86 -0.83 -0.39
C 0.57 -0.33 0.29
C -2.86 0.07 0.40
C 1.74 0.64 0.11
C -0.65 0.13 -0.42
S -1.63 1.44 0.45
H 3.75 0.04 1.21
H 3.50 0.61 -1.98
H -1.53 -1.61 0.34
H -2.14 -1.29 -1.26
H 0.78 -1.29 -0.07
H 0.28 -0.36 1.30
H -3.83 0.34 0.00
H -2.92 -0.32 1.51
H 1.45 1.69 0.29
H -0.61 0.39 -1.41
*
```

***

Molecular formula: C7H10S2
Method: DFT, ωB97M-V/def2-TZVPD

Gap between HOMO and LUMO, hartree: 0.263
DFT total energy, eV: -29087.85845
Energy relative to the best compared isomer or geometry (same formula, charge and spin), kcal per mole: 88.8
SMILES: CC(C)=C=C=S.CC=S
HOMO energy, eV: -8.261

Structure (ORCA input):
```
! RIJCOSX wB97M-V def2-TZVPD def2/J DEFGRID3
* xyz 0 1
C -3.40 0.93 0.09
C -2.01 0.69 0.64
C -1.67 -0.71 1.07
C -1.06 1.64 0.53
C -0.11 2.49 0.35
S 0.97 3.65 0.09
H -3.72 0.09 -0.44
H -4.05 1.20 0.85
H -3.50 1.92 -0.41
H -0.89 -1.04 0.42
H -2.47 -1.55 0.86
H -1.27 -0.87 2.06
C 3.62 0.75 0.29
C 2.50 -0.15 0.42
S 2.50 -1.73 -0.15
H 4.63 0.28 0.29
H 3.54 1.11 -0.74
H 3.66 1.52 1.10
H 1.63 0.21 0.89
*
```

***

Molecular formula: C7H10Si
Method: DFT, ωB97M-V/def2-TZVPD

Gap between HOMO and LUMO (spin up / spin down), hartree: 0.205 / 0.253
DFT total energy, eV: -15292.42644
Energy relative to the best compared isomer or geometry (same formula, charge and spin), kcal per mole: 81.8
HOMO energy (spin up / spin down), eV: -6.345 / -7.201

Structure (ORCA input):
```
! RIJCOSX wB97M-V def2-TZVPD def2/J DEFGRID3
* xyz 0 1
C 3.21 -0.70 0.09
C 1.82 -1.00 -0.01
C 3.57 0.66 0.00
C 1.02 0.27 -0.18
C 1.69 1.45 -0.22
C -1.60 -1.66 -0.22
C -1.79 1.63 0.18
Si -0.75 0.04 0.03
H 3.93 -1.50 0.00
H 1.41 -1.96 -0.27
H 4.46 1.12 0.32
H 1.58 2.55 0.13
H -1.24 -2.37 -0.95
H -1.42 -2.17 0.82
H -2.75 -1.75 -0.19
H -2.28 1.59 1.16
H -0.96 2.34 0.47
H -2.50 2.02 -0.52
*
```

***

Molecular formula: C7H10Si
Method: DFT, ωB97M-V/def2-TZVPD

Gap between HOMO and LUMO, hartree: 0.365
DFT total energy, eV: -15293.89570
Energy relative to the best compared isomer or geometry (same formula, charge and spin), kcal per mole: 47.9
SMILES: C#C[SiH](C#C)C(C)C
HOMO energy, eV: -9.122

Structure (ORCA input):
```
! RIJCOSX wB97M-V def2-TZVPD def2/J DEFGRID3
* xyz 0 1
C -1.80 -2.28 1.42
C -0.88 -1.66 0.95
Si 0.71 -0.91 0.50
C 1.22 -0.21 2.20
C 1.57 0.00 3.34
C 0.36 0.68 -0.98
C -0.86 1.60 -0.52
C 0.35 0.12 -2.36
H -2.62 -2.83 1.72
H 1.47 -1.94 -0.38
H 1.62 0.18 4.38
H 1.10 1.42 -0.82
H -0.79 2.45 -1.09
H -1.80 1.28 -0.47
H -0.52 1.96 0.41
H 0.01 0.98 -2.97
H -0.40 -0.69 -2.58
H 1.28 -0.15 -2.75
*
```

***

Molecular formula: C7H11BO3
Method: DFT, ωB97M-V/def2-TZVPD

Gap between HOMO and LUMO, hartree: 0.361
DFT total energy, eV: -14255.91740
Energy relative to the best compared isomer or geometry (same formula, charge and spin), kcal per mole: 74.3
SMILES: C=C(B1OCCO1)C(=O)CC
HOMO energy, eV: -9.221

Structure (ORCA input):
```
! RIJCOSX wB97M-V def2-TZVPD def2/J DEFGRID3
* xyz 0 1
C -0.44 2.35 0.99
C -0.39 1.46 0.03
B 1.04 0.88 -0.35
O 2.15 1.22 0.39
C 3.13 0.25 0.28
C 2.73 -0.53 -0.99
O 1.34 -0.18 -1.20
C -1.88 0.98 -0.80
O -2.40 1.78 -1.54
C -2.07 -0.44 -0.73
C -2.12 -0.99 0.74
H -1.31 2.86 1.25
H 0.52 2.87 1.34
H 2.90 -0.55 1.01
H 4.10 0.78 0.26
H 3.28 -0.04 -1.84
H 2.56 -1.66 -0.96
H -1.24 -0.88 -1.22
H -2.99 -0.59 -1.18
H -1.14 -1.08 1.07
H -2.66 -0.38 1.41
H -2.64 -1.98 0.73
*
```

***

Question: Which of these has the lowest DFT total energy?
Answer: C7H10S2

***

Copy entry 9 word for word.
Molecular formula: C7H10Si
Method: DFT, ωB97M-V/def2-TZVPD

Gap between HOMO and LUMO, hartree: 0.365
DFT total energy, eV: -15293.89570
Energy relative to the best compared isomer or geometry (same formula, charge and spin), kcal per mole: 47.9
SMILES: C#C[SiH](C#C)C(C)C
HOMO energy, eV: -9.122

Structure (ORCA input):
```
! RIJCOSX wB97M-V def2-TZVPD def2/J DEFGRID3
* xyz 0 1
C -1.80 -2.28 1.42
C -0.88 -1.66 0.95
Si 0.71 -0.91 0.50
C 1.22 -0.21 2.20
C 1.57 0.00 3.34
C 0.36 0.68 -0.98
C -0.86 1.60 -0.52
C 0.35 0.12 -2.36
H -2.62 -2.83 1.72
H 1.47 -1.94 -0.38
H 1.62 0.18 4.38
H 1.10 1.42 -0.82
H -0.79 2.45 -1.09
H -1.80 1.28 -0.47
H -0.52 1.96 0.41
H 0.01 0.98 -2.97
H -0.40 -0.69 -2.58
H 1.28 -0.15 -2.75
*
```

***

Repeat the ninth record exactly.
Molecular formula: C7H10Si
Method: DFT, ωB97M-V/def2-TZVPD

Gap between HOMO and LUMO, hartree: 0.365
DFT total energy, eV: -15293.89570
Energy relative to the best compared isomer or geometry (same formula, charge and spin), kcal per mole: 47.9
SMILES: C#C[SiH](C#C)C(C)C
HOMO energy, eV: -9.122

Structure (ORCA input):
```
! RIJCOSX wB97M-V def2-TZVPD def2/J DEFGRID3
* xyz 0 1
C -1.80 -2.28 1.42
C -0.88 -1.66 0.95
Si 0.71 -0.91 0.50
C 1.22 -0.21 2.20
C 1.57 0.00 3.34
C 0.36 0.68 -0.98
C -0.86 1.60 -0.52
C 0.35 0.12 -2.36
H -2.62 -2.83 1.72
H 1.47 -1.94 -0.38
H 1.62 0.18 4.38
H 1.10 1.42 -0.82
H -0.79 2.45 -1.09
H -1.80 1.28 -0.47
H -0.52 1.96 0.41
H 0.01 0.98 -2.97
H -0.40 -0.69 -2.58
H 1.28 -0.15 -2.75
*
```